The following is a DFT calculation (wB97M-V/def2-TZVPD) of the ion C3H10INOP with charge +1 in a non-equilibrium geometry.

## Properties
energy relative to the best compared isomer or geometry (same formula, charge and spin)	21.3	kcal per mole
HOMO-LUMO gap	9.5	eV
total charge	+1
DFT total energy	-24193.623	eV
HOMO energy	-13.62	eV
E_LUMO	-4.12	eV

The geometry in XYZ format:
```
17
Properties=species:S:1:pos:R:3:forces:R:3:lowdin_charge:R:1
C -1.58032 -0.31335 0.50497 1.036 -0.364 -0.244 -0.079
H -0.75634 2.38080 1.01873 -1.250 -0.567 0.157 0.160
H -0.29661 -1.82832 -1.42607 0.492 0.642 -0.740 0.065
H -1.95176 -0.20548 -0.54529 0.417 0.029 0.852 0.090
H -1.44464 -1.42839 0.73214 -0.200 1.552 -0.335 0.116
H -0.13224 0.18229 1.90269 0.742 0.296 0.338 0.114
I 3.21765 0.53112 -0.23884 -0.364 0.171 -0.044 0.579
O 1.55307 -1.95936 0.97566 -0.741 0.625 -0.507 -0.388
H -0.40800 1.85447 -0.55565 1.694 0.676 3.122 0.245
P 1.24129 -0.84092 0.06188 -0.225 0.214 0.493 0.247
H -2.31018 0.06868 1.21828 -0.150 -0.010 -0.176 0.078
H 0.68507 2.43370 0.81118 1.827 -0.815 -0.739 0.135
C -0.16986 0.35071 0.83586 0.151 -2.365 -0.128 -0.403
H 0.43307 -0.14818 -1.98862 -0.398 -0.795 -0.430 0.042
H 1.39305 -1.70653 -2.21164 -0.879 0.473 0.469 0.079
N -0.06369 1.81247 0.53365 -3.069 0.283 -3.361 0.139
C 0.59043 -1.18373 -1.62890 0.917 -0.047 1.273 -0.220
```
Positions in Å, forces in eV/Å.